Computed, not measured: 2 unconnected molecules or ions with the total composition C47H50N3OSi, with ωB97M-V/def2-TZVPD.

Largest force on an atom ... 2.04 eV/A
LUMO energy ... -4.612 eV
Orbital gap ... 3.80 eV
Molecular weight ... 701.02 u
Net charge ... +1

Element x y z (Å)
Si -3.76 0.50 -2.39
O -2.68 1.56 -1.66
N 0.43 5.33 -5.18
N 5.30 8.14 -1.81
N -0.32 2.99 0.81
C -3.21 -1.25 -2.10
C 6.11 4.65 -1.66
C -1.92 3.36 6.15
C -3.71 0.93 -4.20
C -1.12 7.68 -2.75
C 1.33 6.53 -3.46
C -1.48 3.23 4.83
C -2.37 -1.23 2.01
C 7.60 5.76 -0.06
C 0.04 7.92 -2.00
C 5.57 5.88 -1.98
C 4.42 6.27 -2.78
C 2.33 5.59 -3.97
C 1.77 -0.27 -1.00
C 7.05 7.02 -0.38
C -0.99 3.30 7.20
C -0.52 4.82 -6.15
C -0.36 0.86 -1.30
C 0.60 4.26 -0.96
C -3.95 0.59 2.25
C -0.78 3.77 -1.39
C 5.45 9.51 -1.37
C 1.93 -0.33 -2.39
C 3.58 5.32 -3.38
C -0.11 3.05 4.52
C 6.07 7.05 -1.36
C 1.26 7.32 -2.33
C 7.14 4.60 -0.71
C -1.34 2.91 -0.24
C -3.34 1.25 1.17
C 4.34 7.69 -2.67
C -1.80 -0.60 0.90
C 0.32 2.98 3.13
C -0.57 2.75 2.11
C -2.24 0.67 0.53
C -5.46 0.84 -1.71
C 0.65 0.37 -0.46
C 0.89 3.70 0.43
C 0.16 6.32 -4.23
C 1.71 4.90 -5.04
C -3.44 -0.64 2.68
C 0.96 0.22 -3.23
C 0.81 2.96 5.60
C -0.15 0.87 -2.68
C -1.07 6.86 -3.89
C 0.37 3.08 6.92
C -1.66 1.44 -0.67
H -2.21 3.30 4.01
H 0.62 5.35 -0.92
H -2.13 -1.37 -2.24
H -1.56 2.37 2.34
H -1.97 -2.20 2.33
H 5.71 3.76 -2.14
H -6.18 0.16 -2.19
H -4.81 1.05 2.72
H 1.75 3.02 0.43
H -1.03 -1.11 0.33
H 2.12 4.12 -5.67
H 8.39 5.68 0.68
H 4.00 4.32 -3.50
H 3.63 8.36 -3.14
H -0.59 3.72 -6.08
H 1.39 3.95 -1.66
H -1.50 5.26 -5.96
H 2.50 -0.72 -0.33
H -3.92 2.00 -4.37
H 1.08 3.00 7.74
H 4.49 9.90 -0.97
H 1.39 3.08 2.92
H -1.95 6.64 -4.50
H -2.98 3.51 6.35
H 7.60 3.63 -0.46
H 7.37 7.93 0.12
H 2.83 -0.78 -2.81
H -4.47 0.34 -4.73
H 6.21 9.55 -0.58
H 5.76 10.16 -2.20
H -2.06 8.13 -2.45
H 0.52 0.44 0.63
H -1.46 4.61 -1.53
H -0.88 1.37 -3.33
H 1.05 0.16 -4.32
H -0.21 5.07 -7.17
H -3.72 -1.89 -2.84
H -3.72 2.22 0.83
H -5.77 1.87 -1.92
H 1.86 2.79 5.38
H -2.73 0.70 -4.65
H -0.01 8.59 -1.14
H -3.48 -1.61 -1.10
H -5.51 0.68 -0.63
H -2.26 3.38 0.13
H -1.33 3.43 8.23
H 2.14 7.45 -1.70
H -3.90 -1.14 3.53
H 1.12 4.51 1.15
H -0.73 3.24 -2.35

Atom charges from the Mulliken analysis, given in e for atoms 1 to 99: Si 0.5784; O -0.3818; N 0.2251; N 0.2040; N 0.3170; C -0.9323; C -0.4646; C -0.6825; C -1.1324; C -0.8929; C 1.3691; C -0.3735; C -1.0267; C -0.6921; C -0.5818; C 0.5463; C 1.4613; C 0.6276; C -1.2600; C -0.8269; C -0.4160; C -0.8992; C 0.3021; C 1.2457; C -0.8456; C -1.1304; C -0.8535; C -0.8006; C -0.5674; C 0.8124; C 0.3170; C -0.7413; C -0.7648; C -0.7397; C -0.6229; C -0.9678; C -0.2605; C -1.2095; C 1.3073; C 0.0933; C -1.1418; C -0.4083; C -1.5768; C -0.0721; C -1.0674; C -0.6891; C -1.3948; C -0.5499; C -0.1937; C -1.0123; C -0.4649; C 2.2541; H 0.3484; H -0.5472; H 0.2432; H -0.4787; H 0.4443; H 0.3618; H 0.3693; H 0.5053; H 0.3891; H 0.6408; H 0.5207; H 0.3956; H 0.4431; H 0.7206; H 0.3374; H -0.2108; H 0.2681; H 0.4805; H 0.3071; H 0.3590; H 0.3388; H 0.3182; H 0.3580; H 0.3572; H 0.3975; H 0.2491; H 0.4558; H 0.3909; H 0.2801; H 0.3204; H 0.4206; H 0.6965; H 0.4497; H 0.5860; H 0.4920; H 0.3442; H 0.5212; H 0.4730; H 0.2925; H 0.3370; H 0.2722; H 0.3975; H 0.2681; H 0.2793; H 1.1410; H 0.3616; H 0.4435



Computed, not measured: a molecular structure, C47H50N5O10PS2Tl, with ωB97M-V/def2-TZVPD.

Largest force on an atom ... 0.99 eV/A
LUMO energy ... 1.719 eV
Orbital gap ... 6.91 eV
Molecular weight ... 1144.43 u
Net charge ... -1
Energy relative to the best compared isomer or geometry (same formula, charge and spin) ... 2.877 eV

Element x y z (Å)
Tl -0.24 -0.33 -1.64
S 0.64 2.86 -2.06
S 1.24 -2.50 1.31
P -1.77 1.39 1.00
O -4.28 5.85 -1.19
O -1.81 0.51 -3.36
O 1.81 -3.83 1.68
O -4.96 -0.51 0.03
O -1.17 -3.48 -1.01
O -3.55 4.01 -0.35
O -2.40 0.63 -5.52
O -0.76 -2.49 -3.50
O -2.78 -0.31 -0.46
O 0.94 -0.28 -4.22
N 2.05 4.24 -0.30
N 2.96 0.97 -1.36
N 2.94 2.21 -0.85
N -3.84 4.71 -1.30
N 2.94 -1.50 -2.43
C -3.93 4.46 -5.00
C -1.68 5.35 3.44
C 5.06 -2.00 -1.48
C -0.93 -4.87 -1.00
C -3.67 4.19 -2.64
C -1.12 5.26 2.18
C -1.07 -1.16 1.82
C 0.02 -0.02 4.45
C -2.31 1.07 -4.36
C -2.14 -2.71 5.87
C 0.11 -3.77 4.30
C -0.13 -2.53 3.81
C -4.11 4.95 -3.72
C -3.07 2.95 -2.82
C -0.63 -1.99 -4.82
C 2.14 0.40 -4.46
C 5.32 0.87 -0.71
C 3.86 -3.68 -2.68
C -3.85 -0.01 0.16
C -3.58 1.09 1.22
C -1.04 0.13 2.19
C -2.22 4.22 4.05
C 1.89 3.08 -1.01
C 3.89 0.42 3.63
C -1.13 4.04 1.51
C -0.19 -4.20 5.62
C -2.91 2.46 -4.12
C -0.31 0.64 3.34
C -0.34 -2.34 2.35
C 4.04 0.29 -1.28
C -2.32 -3.09 -1.76
C 4.98 -3.30 -1.96
C -1.68 2.90 2.10
C 0.77 -1.43 -5.01
C -2.05 -3.02 -3.26
C -2.23 3.01 3.38
C -1.76 -1.70 5.05
C 4.02 -1.11 -1.75
C 2.97 0.90 2.72
C -0.31 -1.43 4.82
C 2.85 -2.74 -2.87
C -3.33 3.22 -5.20
C 3.23 -1.83 3.09
C 4.04 -0.95 3.80
C 2.16 0.04 2.00
C 2.28 -1.33 2.22
C -1.26 -3.73 6.34
H 5.78 -4.00 -1.76
H 2.44 4.18 0.64
H 4.78 -1.34 4.50
H 1.52 -2.19 -4.75
H -3.16 -3.77 -1.56
H 6.18 0.29 -1.03
H -0.70 6.13 1.71
H -0.94 -5.30 -2.01
H 1.93 -2.99 -3.38
H -3.85 0.77 2.23
H -0.03 1.69 3.29
H -1.64 -1.41 0.93
H -1.56 -4.27 7.23
H -2.12 -4.02 -3.73
H -2.73 2.35 -1.98
H -2.57 -2.09 -1.40
H 0.58 0.52 5.21
H 0.25 -1.71 5.72
H 0.47 -4.53 3.61
H 4.50 1.10 4.21
H 5.91 -1.71 -0.89
H -0.72 3.95 0.51
H -2.66 2.14 3.85
H 2.87 1.97 2.58
H 0.31 -5.08 5.99
H 0.06 -5.02 -0.57
H 3.01 -0.24 -4.31
H -1.36 -1.19 -5.00
H 2.17 1.22 -3.74
H -4.12 2.01 0.99
H -4.27 5.05 -5.85
H -3.20 2.81 -6.19
H -2.66 4.30 5.04
H -0.82 -3.24 1.95
H 3.32 -2.90 3.18
H 1.45 0.41 1.28
H -2.49 -1.06 4.56
H -1.70 6.30 3.96
H -4.58 5.90 -3.54
H 3.73 2.54 -0.31
H 1.25 4.85 -0.36
H 3.77 -4.68 -3.08
H -2.82 -2.37 -3.71
H -1.69 -5.39 -0.40
H -0.79 -2.80 -5.54
H 5.29 0.86 0.38
H 5.46 1.89 -1.06
H -3.19 -2.79 6.15
H 0.88 -1.17 -6.08
H 2.16 0.81 -5.48

Atom charges from the Mulliken analysis, given in e for atoms 1 to 99: Tl 1.0412; S 0.0203; S 1.1257; P 1.3994; O -0.6785; O 0.3254; O -0.7968; O -0.8241; O 0.4657; O -0.5670; O -0.8462; O 0.1140; O -0.6421; O 0.1020; N -0.5157; N 0.5711; N -0.4388; N 1.0395; N 0.5054; C -0.6355; C -0.6988; C -1.2313; C -1.0373; C -0.1311; C -0.6923; C -0.6273; C -1.7530; C -0.0756; C -0.5024; C -0.2255; C -0.0561; C -0.6020; C 0.3548; C -0.6210; C -0.7540; C -2.2923; C -1.2715; C 0.0487; C -0.8575; C 0.6048; C -0.8405; C -0.1438; C -0.7182; C -0.0182; C -1.1233; C -0.5980; C -1.2710; C -0.7307; C 0.8857; C 0.1423; C -0.6210; C -0.1222; C -0.8354; C -0.8426; C 0.1911; C -0.4064; C 0.9120; C -0.7378; C 0.5171; C -0.1891; C -0.5136; C -0.5953; C -0.7982; C 0.0355; C -0.1809; C -0.4974; H 0.4150; H 0.2375; H 0.4123; H 0.1508; H 0.5846; H 0.5573; H 0.3978; H 0.3309; H 0.2681; H 0.4192; H 0.8486; H 0.4590; H 0.3634; H 0.3357; H 0.6953; H -0.5961; H 0.3040; H 0.7456; H 0.4755; H 0.4315; H 0.3658; H 0.2727; H 0.3056; H 0.4037; H 0.4132; H 0.2373; H 0.2965; H 0.0990; H -0.0528; H 0.5857; H 0.3763; H 0.4974; H 0.4164



Computed, not measured: a molecular structure, C47H51AsClN4S2Zr, with ωB97M-V/def2-TZVPD.

Largest force on an atom ... 0.57 eV/A
LUMO energy ... -2.310 eV
Orbital gap ... 7.73 eV
Molecular weight ... 937.69 u
Net charge ... +1
Energy relative to the best compared isomer or geometry (same formula, charge and spin) ... 0.268 eV

Element x y z (Å)
Zr 0.60 0.74 0.57
As 3.02 -1.04 -0.17
Cl 2.12 3.25 -0.65
S 0.04 -1.80 0.42
S 2.42 0.87 2.25
N 0.43 0.92 -4.06
N -1.89 0.43 0.28
N 0.44 0.63 -1.75
N -0.42 0.43 2.89
C 0.25 2.79 5.75
C -2.47 -0.02 1.60
C 2.52 1.26 -2.90
C 0.23 1.37 3.80
C -1.56 5.79 -0.85
C 3.14 -4.85 1.31
C -3.35 -0.69 -1.44
C -0.30 3.99 0.19
C 2.11 -4.65 -3.03
C 3.76 -3.50 3.21
C 1.56 0.19 -6.17
C 3.04 -3.71 0.53
C -0.95 0.43 -4.18
C -0.44 1.96 4.87
C -1.88 0.69 2.79
C 2.40 -4.80 -1.68
C 3.28 -2.46 1.11
C -2.92 -2.98 -2.03
C 7.07 -0.82 -1.26
C 1.05 0.94 -2.87
C 2.69 -2.41 -1.49
C -0.21 -0.92 3.50
C 3.50 -4.74 2.65
C 2.11 -3.39 -3.61
C 4.82 -0.41 -0.54
C 2.27 2.43 4.50
C 7.37 0.52 -1.09
C 1.60 3.03 5.56
C -2.22 -0.67 -0.64
C -3.70 -1.84 -2.13
C 0.59 5.22 -1.74
C 6.40 1.40 -0.64
C -1.76 -2.95 -1.26
C -1.03 -1.09 -4.17
C 3.65 -2.35 2.44
C -1.42 4.82 0.12
C 2.40 -2.27 -2.84
C -2.56 1.68 -0.11
C 5.12 0.94 -0.37
C 1.07 1.34 -5.31
C 5.80 -1.29 -0.98
C -0.07 2.94 1.21
C -1.39 -1.80 -0.57
C 0.68 4.25 -0.76
C -0.55 6.00 -1.79
C 2.69 -3.68 -0.91
C 1.59 1.61 3.62
H 8.37 0.88 -1.31
H 0.88 3.17 1.70
H -2.44 6.41 -0.87
H -1.56 0.85 -3.39
H 4.37 1.62 0.00
H 1.89 -5.52 -3.63
H -2.21 4.70 0.87
H -4.60 -1.85 -2.75
H -3.55 0.13 1.57
H 3.86 -1.38 2.88
H 2.27 -0.45 -5.63
H 3.02 0.68 -3.67
H 1.90 2.01 -5.08
H -0.56 -0.90 4.53
H 6.64 2.45 -0.51
H 0.84 -1.16 3.47
H -2.39 0.31 3.68
H -0.75 -1.68 2.94
H -0.82 3.01 2.00
H 2.40 -1.30 -3.31
H 1.41 5.37 -2.44
H 0.73 -0.44 -6.51
H 2.14 3.68 6.25
H 2.98 1.03 -1.94
H 1.90 -3.28 -4.67
H -1.13 -3.83 -1.19
H -2.06 1.75 2.75
H -2.39 2.43 0.65
H -1.34 0.82 -5.12
H -3.99 0.18 -1.53
H 4.06 -3.43 4.25
H 0.35 1.94 -5.85
H 2.06 0.58 -7.06
H 2.40 -5.79 -1.24
H -1.49 1.77 5.04
H -0.65 6.77 -2.54
H -0.49 -1.52 -5.01
H -0.50 0.28 -1.94
H 2.94 -5.83 0.89
H 3.58 -5.64 3.26
H -3.64 1.55 -0.21
H 2.70 2.31 -3.11
H -2.29 -1.09 1.69
H 7.84 -1.51 -1.60
H -3.20 -3.88 -2.55
H -0.28 3.25 6.57
H 3.33 2.62 4.35
H 5.56 -2.34 -1.11
H -2.06 -1.42 -4.22
H -0.59 -1.50 -3.25
H -2.16 2.06 -1.05

Atom charges from the Mulliken analysis, given in e for atoms 1 to 99: Zr 0.3722; As 1.9397; Cl -0.0089; S -0.2971; S -0.5978; N 0.6854; N 2.8283; N 1.2923; N 1.9583; C -0.8855; C -1.9668; C -1.5848; C -0.6369; C -0.8857; C -0.6246; C -0.3496; C -0.2609; C -1.0983; C -0.7643; C -0.9758; C 0.4631; C -1.0684; C -0.6234; C -0.9173; C -0.5758; C 0.6583; C -0.7541; C -0.8245; C 0.4552; C 0.1485; C -1.7039; C -0.9084; C -0.5235; C 0.6283; C -0.8458; C -0.4996; C -0.7564; C -0.5530; C -1.2202; C -0.7542; C -0.9995; C -0.5301; C -0.0185; C -1.1871; C -0.0270; C -0.8299; C -1.6080; C 0.1277; C -0.8247; C -0.4234; C -1.9977; C 0.7554; C 0.6797; C -0.5580; C 0.6016; C 0.8886; H 0.3965; H 1.4599; H 0.4154; H 0.1224; H 0.0610; H 0.4193; H 0.4752; H 0.4262; H 0.3732; H 0.5269; H 0.1841; H 0.6144; H 0.3728; H 0.3370; H 0.4597; H 0.3316; H 0.7413; H 0.5505; H 0.7946; H 0.1412; H 0.4561; H 0.2848; H 0.4110; H -0.7958; H 0.4785; H 0.5353; H 0.5228; H 0.2202; H 0.4970; H 0.3690; H 0.4502; H 0.5019; H 0.4517; H 0.4355; H 0.4156; H 0.4186; H 0.3296; H -1.4386; H 0.4643; H 0.4226; H 0.5043; H 0.6660; H 0.6838



Computed, not measured: 3 unconnected molecules or ions with the total composition C47H51BF3O8, with ωB97M-V/def2-TZVPD.

Largest force on an atom ... 4.39 eV/A
LUMO energy ... 0.079 eV
Orbital gap ... 4.54 eV
Molecular weight ... 811.72 u
Net charge ... -1
Energy relative to the best compared isomer or geometry (same formula, charge and spin) ... 3.185 eV

Element x y z (Å)
F 2.54 1.29 -0.24
F 0.69 -0.02 -0.37
F 2.16 -0.33 1.37
O -7.33 0.44 -2.08
O -5.76 -7.81 -3.01
O 6.98 5.65 0.30
O 5.41 -1.52 0.79
O -5.99 -4.24 -6.97
O 5.19 4.65 -0.72
O 6.69 -0.24 -0.67
O -3.80 1.60 1.75
C -7.74 2.94 2.22
C -4.18 0.64 -0.35
C 4.22 -0.73 -1.51
C 6.85 0.96 5.14
C -3.36 -0.75 -2.63
C -5.78 -6.98 -3.91
C 6.10 1.99 0.01
C -2.43 -0.41 -1.65
C -4.69 -0.38 -2.48
C -5.91 -5.05 -6.06
C -7.09 -3.95 -2.11
C -6.43 2.50 2.12
C 0.66 2.92 3.04
C -5.01 -6.78 -7.59
C -4.81 -8.62 -5.51
C -5.10 0.32 -1.35
C -5.33 -7.34 -5.27
C 3.91 3.75 3.26
C 5.62 -0.13 3.01
C -7.11 -3.00 -3.13
C 6.35 3.46 4.38
C 5.82 2.22 5.24
C 6.47 4.58 -0.09
C 6.99 0.40 3.65
C -8.25 1.96 0.08
C -6.31 -4.67 -4.68
C -4.50 -8.06 -7.83
C -0.89 3.14 2.71
C 1.30 4.35 3.37
C -6.93 1.51 -0.03
C 5.21 4.46 3.87
C -6.02 1.79 0.99
C 6.68 0.58 0.53
C -6.27 -5.61 -3.65
C -6.73 -3.37 -4.42
C 2.80 -1.15 -0.88
C -6.67 -5.25 -2.36
C -2.84 0.28 -0.51
C 2.66 4.11 4.23
C -4.39 -8.97 -6.78
C -4.60 1.36 0.87
C 5.59 -0.23 1.42
C -8.65 2.68 1.20
C -5.41 -6.42 -6.31
C -6.52 0.73 -1.22
C 7.20 3.17 0.11
C 2.09 -0.02 -0.01
B 5.54 -1.20 -0.64
H 6.50 0.11 5.85
H 4.04 2.62 3.12
H 3.67 4.16 2.21
H -8.96 1.76 -0.72
H 7.88 1.33 5.49
H 5.69 5.07 3.00
H 4.30 -1.26 -2.53
H 7.01 3.18 3.49
H -8.06 3.49 3.10
H -5.41 -0.65 -3.25
H -9.67 3.04 1.27
H 4.52 4.37 -0.06
H -5.72 2.71 2.92
H 7.61 3.17 1.17
H -1.02 3.70 1.73
H -4.18 -8.33 -8.83
H -4.73 -9.33 -4.70
H -7.40 -3.67 -1.11
H 2.52 3.34 5.06
H 1.58 4.98 2.46
H 6.01 -2.14 -1.25
H 4.33 0.38 -1.73
H 4.60 0.30 1.13
H 2.12 -1.45 -1.75
H -7.43 -1.99 -2.93
H -6.75 -2.63 -5.22
H 5.46 -1.20 3.41
H 0.73 2.29 3.99
H 2.92 -2.09 -0.22
H 7.54 1.19 3.04
H -1.38 2.11 2.68
H -5.08 -6.07 -8.41
H -3.04 -1.29 -3.51
H 7.70 -0.51 3.71
H 0.57 4.94 4.03
H -3.98 -9.96 -6.97
H 4.81 1.81 4.92
H -2.11 0.54 0.25
H 7.03 4.07 5.09
H 5.01 5.22 4.69
H 5.71 1.97 -1.06
H 7.76 0.60 0.92
H 5.73 2.44 6.37
H -1.35 3.74 3.56
H 5.21 2.33 0.67
H -1.38 -0.68 -1.77
H 8.02 3.03 -0.67
H 1.23 2.49 2.15
H 2.85 5.11 4.77
H -6.65 -5.97 -1.56
H 4.69 0.46 3.33

Atom charges from the Mulliken analysis, given in e for atoms 1 to 99: F -0.2244; F -0.2680; F -0.2404; O -0.7188; O -0.6744; O -0.5864; O -0.9528; O -0.6763; O -0.5109; O -0.8324; O -0.6471; C -0.4802; C 0.4963; C -0.5290; C -0.9740; C -0.8544; C 0.6745; C 0.0889; C -0.3480; C -0.4923; C 0.5263; C -0.6421; C -0.4934; C 0.1196; C -0.5488; C -0.5401; C 0.3678; C 0.1773; C 1.2376; C -0.7681; C -0.3514; C -0.1315; C -0.3524; C 0.4042; C -0.3803; C -0.4989; C 0.2862; C -0.4495; C -1.0564; C -0.6991; C 0.1885; C -0.9719; C 0.0925; C 0.0774; C 0.1583; C -0.7516; C -0.6872; C -0.6263; C -0.9104; C -0.8026; C -0.4568; C 0.3212; C 1.3190; C -0.4756; C 0.1838; C 0.4959; C -0.2354; C 0.9500; B 1.0374; H 0.3518; H -0.6210; H -0.1137; H 0.4537; H 0.3229; H 0.1558; H 0.2146; H -0.1329; H 0.3999; H 0.5741; H 0.3927; H 0.3103; H 0.4884; H 0.1726; H 0.2637; H 0.3909; H 0.4561; H 0.4448; H 0.2331; H 0.2576; H -0.3421; H 0.0576; H -0.9796; H 0.2721; H 0.6095; H 0.4852; H 0.3105; H 0.3315; H 0.2230; H 0.2174; H 0.2360; H 0.4575; H 0.4351; H 0.3111; H 0.3314; H 0.3893; H 0.1439; H 0.6711; H 0.3494; H 0.4635